No. 1
The following is a quantum chemistry calculation of one molecule with the formula C24H30N6O2 in a non-equilibrium geometry, from OMol25.

For the HOMO-LUMO gap, the calculation gives 8.244 eV. The energy above the lowest of the compared OMol25 structures with the same formula, charge and spin comes out at 1.8101 eV. As for the HOMO energy: -7.52 eV. The total energy is -38410.810 eV.

The geometry in ORCA input format:
```
! wB97M-V def2-TZVPD RIJCOSX def2/J DEFGRID3
* xyz 0 1
C 2.04 3.79 -1.09
C 1.27 2.80 -0.21
N 1.05 3.19 1.18
C 2.27 3.47 1.93
C 3.20 2.27 1.96
C 0.02 4.21 1.34
C -1.39 3.64 1.22
C -1.66 2.54 2.25
N -0.83 1.38 2.03
C -1.19 0.45 1.12
N -2.39 0.35 0.65
C -2.70 -0.65 -0.21
C -4.01 -0.75 -0.70
C -4.39 -1.74 -1.59
O -5.69 -1.68 -1.96
C -6.29 -2.64 -2.80
C -3.43 -2.70 -2.03
O -3.83 -3.66 -2.91
C -2.89 -4.61 -3.34
C -2.14 -2.61 -1.55
C -1.76 -1.61 -0.65
C -0.45 -1.47 -0.13
N 0.66 -2.15 -0.32
C 1.57 -1.53 0.48
C 2.95 -1.97 0.57
C 3.79 -1.48 1.57
C 5.10 -1.92 1.64
C 5.57 -2.85 0.73
C 4.74 -3.35 -0.25
C 3.43 -2.91 -0.33
N 1.08 -0.49 1.14
N -0.21 -0.45 0.75
H 3.06 3.90 -0.74
H 1.56 4.76 -1.09
H 2.06 3.42 -2.11
H 1.80 1.84 -0.20
H 0.29 2.62 -0.65
H 1.96 3.70 2.95
H 2.80 4.35 1.54
H 2.63 1.37 2.16
H 3.73 2.14 1.02
H 3.94 2.40 2.75
H 0.13 4.64 2.34
H 0.14 5.04 0.62
H -1.57 3.24 0.22
H -2.11 4.45 1.38
H -2.70 2.21 2.18
H -1.46 2.91 3.26
H 0.17 1.59 2.06
H -4.75 -0.04 -0.38
H -7.34 -2.34 -2.87
H -5.84 -2.64 -3.79
H -6.23 -3.64 -2.37
H -2.06 -4.15 -3.87
H -3.43 -5.27 -4.02
H -2.50 -5.20 -2.50
H -1.37 -3.31 -1.85
H 3.41 -0.76 2.28
H 5.75 -1.53 2.41
H 6.60 -3.19 0.80
H 5.11 -4.08 -0.95
H 2.76 -3.29 -1.09
*
```

No. 2
The following is a quantum chemistry calculation of one molecule with the formula C4H10N4O2 in a non-equilibrium geometry, from OMol25.

For the HOMO-LUMO gap, the calculation gives 10.081 eV. The energy above the lowest of the compared OMol25 structures with the same formula, charge and spin comes out at 5.0663 eV. As for the HOMO energy: -9.41 eV. The total energy is -14360.654 eV.

The geometry in ORCA input format:
```
! wB97M-V def2-TZVPD RIJCOSX def2/J DEFGRID3
* xyz 0 1
C -1.68 -2.25 -1.26
N -0.38 -1.66 -0.94
C -0.25 -0.65 0.10
C -0.12 0.84 -0.40
N 0.25 1.68 0.73
C 1.56 1.59 1.33
N -0.53 2.69 1.20
O -0.07 3.26 2.17
N 0.70 -2.07 -1.58
O 1.78 -1.67 -1.13
H -1.54 -2.89 -2.09
H -2.04 -2.91 -0.43
H -2.34 -1.50 -1.64
H -1.15 -0.72 0.78
H 0.62 -0.98 0.71
H -1.04 1.38 -0.73
H 0.60 1.00 -1.29
H 1.91 2.66 1.55
H 2.27 1.11 0.64
H 1.46 1.08 2.29
*
```

No. 3
The following is a quantum chemistry calculation of one molecule with the formula C9H10BBrN2O6 in a non-equilibrium geometry, from OMol25.

For the HOMO-LUMO gap, the calculation gives 7.130 eV. The energy above the lowest of the compared OMol25 structures with the same formula, charge and spin comes out at 0.0000 eV. As for the HOMO energy: -8.85 eV. The total energy is -95479.407 eV.

The geometry in ORCA input format:
```
! wB97M-V def2-TZVPD RIJCOSX def2/J DEFGRID3
* xyz 0 1
C -3.98 1.10 0.23
C -2.58 0.50 0.35
O -2.47 -0.29 1.55
B -1.33 -0.96 1.77
O -1.22 -1.86 2.79
C -0.05 -0.72 0.83
C 0.19 -1.44 -0.33
C -0.76 -2.50 -0.82
O -1.34 -2.22 -1.88
O -0.88 -3.50 -0.08
C 1.34 -1.09 -1.04
N 2.14 -0.14 -0.62
C 3.33 0.24 -1.40
C 3.26 1.75 -1.59
O 2.50 2.25 -2.35
O 4.15 2.48 -0.86
N 2.00 0.56 0.50
C 0.91 0.23 1.16
Br 0.66 1.21 2.78
H -3.94 2.15 0.50
H -4.38 0.98 -0.77
H -4.64 0.63 0.95
H -1.87 1.32 0.34
H -2.43 -0.15 -0.51
H -1.47 -1.42 3.61
H 1.58 -1.60 -1.96
H 3.36 -0.28 -2.34
H 4.19 0.04 -0.76
H 3.72 2.75 -0.03
*
```

No. 4
The following is a quantum chemistry calculation of a 2-piece molecular cluster, C8H11NO2 overall in a non-equilibrium geometry, from OMol25.

For the HOMO-LUMO gap (alpha / beta), the calculation gives 6.987 / 8.256 eV. The energy above the lowest of the compared OMol25 structures with the same formula, charge and spin comes out at 8.2771 eV. As for the HOMO energy (alpha / beta): -7.71 / -8.38 eV. The total energy is -14051.807 eV.

The geometry in ORCA input format:
```
! wB97M-V def2-TZVPD RIJCOSX def2/J DEFGRID3
* xyz 0 1
C 0.16 -0.99 -1.77
C -1.30 -1.20 -1.37
C -1.28 -1.13 0.19
C 0.22 -1.48 0.43
C 0.59 -0.38 -0.52
C 0.05 0.81 -0.11
C 0.35 2.15 -0.24
N 1.24 3.05 -0.40
O -0.08 3.35 0.22
C -1.23 0.35 0.60
H 0.18 -0.25 -2.55
H 0.75 -1.88 -1.95
H -2.05 -0.51 -1.74
H -1.70 -2.10 -1.76
H -1.91 -1.71 0.85
H 0.76 -2.44 0.20
H 0.49 -1.28 1.45
H -1.17 0.40 1.61
H -1.98 1.02 0.21
O 2.34 1.19 2.14
H 3.21 1.05 1.98
H 2.34 2.00 2.53
*
```

No. 5
The following is a quantum chemistry calculation of C18H40P2PtSi as an isolated structure in a non-equilibrium geometry, from OMol25.

For the HOMO-LUMO gap (alpha / beta), the calculation gives 1.937 / 3.143 eV. The energy above the lowest of the compared OMol25 structures with the same formula, charge and spin comes out at 0.8695 eV. As for the HOMO energy (alpha / beta): -3.65 / -5.83 eV. The total energy is -49008.507 eV.

The geometry in ORCA input format:
```
! wB97M-V def2-TZVPD RIJCOSX def2/J DEFGRID3
* xyz 0 3
P -4.48 -2.08 0.28
P -1.64 -2.69 3.26
C -3.84 -3.23 1.53
C -3.37 -2.39 2.71
H -3.11 -3.89 1.03
H -4.67 -3.89 1.87
H -3.38 -1.32 2.46
H -4.06 -2.52 3.57
C -1.14 -4.27 2.50
H -0.06 -4.38 2.67
H -1.35 -4.22 1.43
H -1.69 -5.08 3.01
C -1.76 -3.13 5.00
H -1.86 -4.23 5.08
H -2.64 -2.64 5.42
H -0.86 -2.81 5.54
C -5.71 -3.24 -0.56
H -6.42 -2.64 -1.14
H -6.29 -3.83 0.17
H -5.23 -3.95 -1.26
C -5.95 -1.60 1.31
H -5.67 -0.90 2.11
H -6.41 -2.48 1.78
H -6.71 -1.14 0.69
Pt -0.60 -1.15 2.51
C -3.30 -2.46 -1.49
C -3.90 -2.70 -2.76
C -4.57 -1.72 -3.61
C -4.71 -0.32 -2.96
C -5.32 -0.34 -1.62
C -4.54 -0.15 -0.47
C -2.99 -0.05 -0.62
C -2.38 -1.25 -1.42
C -0.28 0.87 2.14
H -2.90 -3.37 -1.02
H -3.86 -3.73 -3.18
H -5.57 -2.11 -3.89
H -4.07 -1.58 -4.60
H -3.71 0.11 -2.94
H -5.32 0.33 -3.62
H -6.41 -0.34 -1.53
H -4.95 0.48 0.34
H -2.49 -0.04 0.37
H -2.69 0.92 -1.07
H -2.14 -0.93 -2.44
H -1.45 -1.57 -0.95
H 0.64 1.22 2.62
H -1.15 1.42 2.48
H -0.18 0.87 1.05
C 2.26 -0.11 0.62
Si 1.57 -1.50 1.77
C 1.85 -3.10 0.77
C 2.76 -1.63 3.25
H 2.41 -0.58 -0.37
H 3.25 0.17 1.03
H 1.63 0.78 0.53
H 2.77 -3.57 1.16
H 1.01 -3.81 0.79
H 2.05 -2.78 -0.27
H 3.67 -1.06 3.01
H 2.32 -1.24 4.18
H 3.04 -2.68 3.39
*
```

No. 6
The following is a quantum chemistry calculation of C23H17FN6O4Rh as an isolated structure in a non-equilibrium geometry, from OMol25.

For the HOMO-LUMO gap (alpha / beta), the calculation gives 6.518 / 5.371 eV. As for the HOMO energy (alpha / beta): -10.41 / -11.50 eV. The total energy is -46975.373 eV.

The geometry in ORCA input format:
```
! wB97M-V def2-TZVPD RIJCOSX def2/J DEFGRID3
* xyz 1 5
Rh 1.21 1.00 -0.72
C -2.88 3.28 1.01
C -1.81 3.75 0.26
C -0.58 3.13 0.35
C -0.41 2.02 1.21
C -1.50 1.54 1.96
C -2.72 2.17 1.85
N 0.82 1.41 1.17
C 1.44 0.63 2.10
C 1.19 0.59 3.48
C 1.91 -0.30 4.26
C 2.86 -1.14 3.69
C 3.15 -1.09 2.33
C 2.47 -0.19 1.54
N 2.64 0.00 0.18
N 3.56 -0.58 -0.54
C 3.42 -0.38 -1.85
C 4.34 -0.89 -2.78
C 4.15 -0.61 -4.12
C 3.05 0.16 -4.53
C 2.17 0.63 -3.58
N 2.34 0.38 -2.27
H -3.84 3.77 0.95
H -1.94 4.60 -0.39
H 0.28 3.52 -0.19
H -1.38 0.66 2.57
H -3.56 1.80 2.41
H 0.47 1.26 3.92
H 1.72 -0.34 5.32
H 3.38 -1.85 4.31
H 3.90 -1.73 1.89
H 5.16 -1.47 -2.41
H 4.84 -0.99 -4.85
H 2.89 0.37 -5.57
H 1.30 1.20 -3.85
F -4.91 -0.22 1.30
C -4.09 -1.08 0.70
C -3.63 -0.84 -0.53
N -2.77 -1.70 -1.18
C -1.96 -1.18 -2.26
C -0.84 -0.32 -1.65
O -0.54 0.79 -2.16
O -0.28 -0.76 -0.62
C -2.35 -2.89 -0.58
O -1.59 -3.66 -1.13
N -2.87 -3.11 0.67
C -3.68 -2.27 1.44
O -3.99 -2.54 2.58
H -3.92 0.05 -1.07
H -2.55 -0.59 -2.95
H -1.49 -2.02 -2.77
H -2.57 -3.96 1.12
*
```

No. 7
The following is a quantum chemistry calculation of an isolated ion of composition C9H12N2O15P3 and charge -3 in a non-equilibrium geometry, from OMol25.

For the HOMO-LUMO gap, the calculation gives 7.980 eV. The energy above the lowest of the compared OMol25 structures with the same formula, charge and spin comes out at 14.7729 eV. As for the HOMO energy: -1.19 eV. The total energy is -71085.582 eV.

The geometry in ORCA input format:
```
! wB97M-V def2-TZVPD RIJCOSX def2/J DEFGRID3
* xyz -3 1
O 7.26 2.14 1.41
C 6.39 1.51 0.86
C 5.03 1.94 1.26
C 3.90 1.10 0.77
N 4.07 -0.06 -0.24
C 2.98 -0.69 -0.58
O 1.92 0.42 -1.15
C 0.58 -0.23 -1.06
C -0.37 0.56 -1.32
O -1.46 0.30 -1.88
P -2.88 -0.20 -1.26
O -2.55 -1.01 0.22
O -3.75 -0.93 -2.06
O -3.30 1.26 -0.54
P -4.64 1.98 -0.32
O -4.62 3.31 0.32
O -5.76 1.53 -1.44
O -5.23 1.03 1.21
P -5.84 -0.38 1.12
O -6.92 -0.54 2.29
O -4.69 -1.39 1.07
O -6.33 -0.69 -0.40
C 0.77 -0.95 0.53
O -0.14 -1.84 0.64
C 2.17 -1.57 0.51
O 2.18 -2.89 0.29
C 5.34 -0.25 -0.50
O 5.44 -1.18 -1.21
N 6.37 0.56 -0.16
H 4.79 2.58 2.14
H 2.69 1.45 1.14
H 3.33 -1.31 -1.29
H 0.51 -1.13 -1.40
H -0.69 1.34 -0.30
H -0.02 1.49 -1.71
H -3.91 -1.34 0.70
H -6.11 -0.10 -0.94
H 0.63 -0.05 1.21
H -1.11 -1.64 0.34
H 2.68 -1.24 1.34
H 1.31 -2.88 0.37
*
```

No. 8
The following is a quantum chemistry calculation of C5H8O as an isolated structure in a non-equilibrium geometry, from OMol25.

For the HOMO-LUMO gap, the calculation gives 9.366 eV. The energy above the lowest of the compared OMol25 structures with the same formula, charge and spin comes out at 4.5737 eV. As for the HOMO energy: -8.56 eV. The total energy is -7357.682 eV.

The geometry in ORCA input format:
```
! wB97M-V def2-TZVPD RIJCOSX def2/J DEFGRID3
* xyz 0 1
C 2.91 0.01 -0.69
C 1.67 -0.08 -0.30
C 0.50 0.10 0.24
C -0.85 -0.45 -0.33
C -2.11 -0.10 0.48
O -2.16 1.28 0.76
H 1.41 0.04 1.09
H 3.71 -0.56 -0.24
H 3.11 0.76 -1.45
H -0.96 0.05 -1.31
H -0.82 -1.52 -0.55
H -3.01 -0.35 -0.09
H -2.13 -0.70 1.40
H -1.26 1.52 1.01
*
```

No. 9
The following is a quantum chemistry calculation of C23H19FeNO7 as an isolated structure in a non-equilibrium geometry, from OMol25.

For the HOMO-LUMO gap (alpha / beta), the calculation gives 6.543 / 6.358 eV. As for the HOMO energy (alpha / beta): -6.45 / -9.17 eV. The total energy is -74363.257 eV.

The geometry in ORCA input format:
```
! wB97M-V def2-TZVPD RIJCOSX def2/J DEFGRID3
* xyz 0 5
O 1.76 -2.59 1.19
C 1.50 -1.57 0.67
Fe 1.34 0.04 0.12
C 2.36 0.69 1.35
O 2.97 0.83 2.33
C 2.60 -0.09 -1.09
O 3.65 -0.28 -1.53
C -2.08 -0.28 2.56
C -2.02 -1.10 1.19
C -0.89 -0.76 0.21
C -0.59 0.61 -0.08
C -0.69 1.43 1.11
C -1.26 0.95 2.28
H -1.52 -0.97 3.25
H -1.94 -2.16 1.48
H -2.93 -0.98 0.57
H -0.85 -1.45 -0.65
H -0.60 1.08 -1.08
H -0.27 2.46 1.06
H -1.24 1.63 3.13
C -6.03 2.15 2.52
C -4.73 1.96 1.76
C -4.53 2.70 0.44
O -3.66 2.37 2.61
C -3.32 1.57 3.65
O -2.96 2.02 4.72
C -3.35 0.10 3.31
C -3.58 -0.65 4.63
C -4.82 -0.25 5.48
C -6.04 -0.94 5.42
C -7.11 -0.62 6.27
C -6.98 0.39 7.23
C -8.07 0.72 8.12
N -8.95 1.00 8.85
C -5.76 1.06 7.33
C -4.71 0.74 6.48
C -4.42 -0.33 2.37
O -4.88 -1.45 2.39
O -4.66 0.57 1.38
H -6.01 1.52 3.42
H -6.11 3.20 2.81
H -6.86 1.85 1.88
H -3.57 2.38 0.03
H -5.33 2.40 -0.23
H -4.53 3.77 0.62
H -3.71 -1.72 4.40
H -2.71 -0.54 5.32
H -6.17 -1.75 4.71
H -8.06 -1.17 6.22
H -5.63 1.83 8.11
H -3.78 1.27 6.59
*
```

No. 10
The following is a quantum chemistry calculation of a 8-piece molecular cluster, C23H26BBrF7N2O25 overall in a non-equilibrium geometry, from OMol25.

For the HOMO-LUMO gap, the calculation gives 6.337 eV. As for the HOMO energy: -5.24 eV. The total energy is -168184.838 eV.

The geometry in ORCA input format:
```
! wB97M-V def2-TZVPD RIJCOSX def2/J DEFGRID3
* xyz -1 1
N -1.88 1.60 -0.55
B -2.35 1.19 -1.90
O -3.59 1.80 -2.37
N -1.70 0.23 -2.85
O -1.75 -1.09 -2.45
C -0.36 0.65 -3.29
Br 1.05 0.69 -1.89
C -0.53 2.12 -3.97
O -0.07 3.13 -3.34
O -1.20 2.20 -5.18
H -2.02 0.87 0.15
H -2.48 2.40 -0.26
H -3.76 1.37 -3.24
H -2.07 -1.21 -1.52
H 0.03 -0.03 -4.13
C -2.51 -2.67 3.25
C -1.16 -2.09 3.01
O -1.13 -1.91 1.61
C -2.43 -1.69 1.25
O -2.76 -1.23 0.20
O -3.29 -2.05 2.24
F -0.18 -2.98 3.34
H -2.54 -3.76 3.12
H -2.90 -2.43 4.25
H -0.98 -1.14 3.51
C 1.98 -1.23 7.12
C 1.05 -2.36 6.84
O -0.13 -1.71 6.41
C 0.29 -0.55 5.84
O -0.39 0.14 5.13
O 1.58 -0.26 6.16
F 0.77 -3.06 7.97
H 1.86 -0.83 8.13
H 3.03 -1.51 6.97
H 1.39 -3.05 6.06
C 6.07 0.58 4.03
C 5.88 1.15 5.40
O 4.82 0.37 5.92
C 4.93 -0.84 5.31
O 4.39 -1.84 5.69
O 5.74 -0.79 4.22
F 5.47 2.44 5.34
H 5.40 1.02 3.29
H 7.10 0.69 3.67
H 6.75 1.07 6.05
C -3.80 4.08 -4.97
C -4.77 2.97 -5.24
O -5.90 3.65 -5.77
C -5.40 4.76 -6.38
O -6.02 5.43 -7.16
O -4.12 5.01 -6.00
F -5.13 2.36 -4.09
H -3.96 4.55 -4.00
H -2.76 3.75 -5.04
H -4.41 2.23 -5.96
C -1.16 -4.36 -2.75
C -0.88 -4.53 -1.29
O -1.41 -5.82 -1.01
C -1.29 -6.51 -2.18
O -1.38 -7.70 -2.26
O -1.06 -5.69 -3.23
F -1.56 -3.62 -0.55
H -2.16 -3.97 -2.95
H -0.43 -3.71 -3.23
H 0.18 -4.51 -1.02
C 5.80 -4.88 4.53
C 4.94 -5.92 5.18
O 5.43 -7.13 4.64
C 6.75 -6.89 4.36
O 7.55 -7.75 4.15
O 7.03 -5.56 4.37
F 3.64 -5.77 4.82
H 5.42 -4.57 3.55
H 5.92 -3.99 5.15
H 5.02 -5.94 6.27
C -3.33 8.12 -7.87
C -1.95 8.01 -7.30
O -1.33 9.21 -7.71
C -2.33 10.12 -7.81
O -2.16 11.31 -7.87
O -3.56 9.53 -7.82
F -1.28 6.97 -7.85
H -3.38 7.78 -8.90
H -4.07 7.58 -7.28
H -1.92 7.93 -6.21
*
```

No. 11
The following is a quantum chemistry calculation of C5H12Cl2O9P2V as an isolated structure, from OMol25.

For the HOMO-LUMO gap (alpha / beta), the calculation gives 8.814 / 9.436 eV. As for the HOMO energy (alpha / beta): -17.43 / -17.46 eV. The total energy is -93107.417 eV.

The geometry in ORCA input format:
```
! wB97M-V def2-TZVPD RIJCOSX def2/J DEFGRID3
* xyz 2 2
V 0.98 0.48 -0.63
Cl 3.34 0.90 -0.33
C 3.15 2.48 -1.23
Cl 1.50 2.53 -1.94
H 3.88 2.50 -2.03
H 3.25 3.28 -0.51
C -2.45 1.65 1.89
C -1.72 0.34 1.58
O -2.19 -0.78 2.32
P -1.97 -0.21 -0.16
O -3.39 0.27 -0.54
O -1.84 -1.76 -0.23
O -0.88 0.39 -1.06
P 0.10 0.48 1.76
O 0.30 0.63 3.28
O 0.75 -0.71 1.04
O 0.61 1.64 0.86
H -3.52 1.50 1.77
H -2.12 2.46 1.23
H -2.25 1.94 2.92
H -2.36 -0.53 3.24
H -3.80 0.01 -1.38
H -2.23 -2.26 0.51
H 1.18 0.68 3.68
C 1.80 -3.30 -2.55
O 1.44 -2.50 -1.33
C 1.35 -1.25 -1.44
O 1.49 -0.44 -2.37
H 2.06 -2.62 -3.35
H 0.92 -3.89 -2.77
H 2.64 -3.91 -2.24
*
```

The highest total energy belongs to which entry?
C5H8O